2 unconnected molecules or ions with the total composition C23H34Br2NO, computed with ωB97M-V/def2-TZVPD.

The geometry in XYZ format:
```
61
C23H34Br2NO ωB97M-V/def2-TZVPD
C 0.849 -5.414 -1.474
C 1.537 -4.444 -1.636
C 2.234 -3.161 -1.837
C 1.495 -2.336 -2.917
C 1.423 -0.809 -2.718
C 0.818 -0.293 -1.361
C 1.834 0.445 -0.439
Br 2.662 1.980 -1.394
C 3.027 -0.247 0.238
C 4.163 -0.801 -0.646
Br 2.534 -1.532 1.653
C -0.166 0.878 -1.819
C -1.629 0.468 -2.024
C -1.875 -0.505 -3.204
C -2.381 1.767 -2.428
N -2.245 -0.006 -0.753
O -2.904 0.882 -0.103
C -1.306 -0.752 0.126
C -2.084 -2.016 0.595
C -0.930 0.000 1.407
C -0.100 -1.324 -0.665
H 0.085 -6.105 -1.208
H 2.172 -2.644 -0.881
H 3.267 -3.349 -2.127
H 1.994 -2.517 -3.876
H 0.491 -2.742 -3.051
H 0.799 -0.449 -3.535
H 2.410 -0.383 -2.905
H 1.265 0.939 0.346
H 3.494 0.539 0.829
H 4.230 -1.882 -0.539
H 4.108 -0.489 -1.685
H 5.118 -0.430 -0.264
H -0.176 1.660 -1.051
H 0.183 1.358 -2.732
H -2.906 -0.860 -3.182
H -1.149 -1.312 -3.269
H -1.774 0.070 -4.128
H -2.089 2.613 -1.807
H -2.062 2.022 -3.444
H -3.459 1.624 -2.460
H -3.068 -1.751 0.980
H -1.492 -2.493 1.383
H -2.164 -2.745 -0.216
H -0.834 1.080 1.276
H -1.659 -0.196 2.193
H 0.029 -0.359 1.785
H -0.571 -1.956 -1.420
H 0.403 -2.016 0.010
C -1.993 3.526 5.771
C -0.624 3.681 5.941
C 0.236 3.484 4.869
C -0.275 3.140 3.625
C -1.644 2.988 3.455
C -2.503 3.177 4.528
H -2.663 3.676 6.608
H -0.226 3.955 6.910
H 1.304 3.600 5.003
H 0.396 2.990 2.788
H -2.042 2.720 2.483
H -3.570 3.053 4.395
```

Its expectation value of S² is 0.754. The max |F| is 2.09 eV/A. The gap between HOMO and LUMO (spin up / spin down) comes out at 8.840 / 9.608 eV. The value obtained for the LUMO energy (spin up / spin down) is 0.40 / 0.29 eV. As for the multiplicity: 2. As for the HOMO energy (spin up / spin down): -8.439 / -9.317 eV.